Formula: C34H63BrN3O2PS
Source: OMol25
Level of theory: ωB97M-V/def2-TZVPD

Each line ends with the Mulliken charge.
Atoms and positions in Å:
C 4.613 -2.540 -1.096  -1.056
C 3.259 -1.753 -1.550  -0.288
C 2.290 -1.480 -0.260  -0.342
N 1.379 -0.397 -0.630  0.036
C 0.098 -0.273 0.121  -0.408
P -0.680 1.113 -0.989  0.076
S -0.630 2.893 -0.230  -0.326
C 0.418 0.077 1.657  2.464
C -0.609 0.891 2.583  0.064
C 0.053 1.995 3.554  -0.268
O 0.210 1.683 4.774  -0.582
C 1.828 0.698 2.089  -0.806
C 2.704 0.097 3.255  -0.524
C 4.077 0.740 3.569  -0.459
N 4.673 1.871 2.935  -0.532
C 3.892 2.413 1.872  -0.484
C 2.511 1.920 1.369  -0.308
N 0.309 -1.326 2.246  -0.520
C -0.494 -2.253 1.380  -0.572
O -0.736 -3.403 1.806  -0.600
C -0.876 -1.571 -0.064  1.632
C -2.457 -1.491 0.074  -1.513
C -3.133 -0.326 0.924  -0.243
C -4.747 -0.595 0.864  0.422
C -5.215 -1.829 1.776  -1.329
C -5.427 0.790 1.366  -1.208
C -0.664 -2.480 -1.389  -0.642
Br -1.728 -4.201 -1.345  -0.076
C -1.063 -1.766 -2.771  -0.250
C 0.175 -1.279 -3.673  -0.768
H 5.500 -2.055 -1.635  0.277
H 4.773 -2.538 0.032  0.309
H 4.573 -3.626 -1.484  0.290
H 3.503 -0.755 -2.082  0.346
H 2.697 -2.413 -2.292  0.096
H 3.037 -1.250 0.598  0.095
H 1.835 -2.494 -0.015  0.203
H 1.833 0.501 -0.827  0.612
H -2.036 0.813 -1.356  0.134
H 0.043 1.176 -2.249  0.103
H -1.124 0.143 3.298  0.387
H -1.456 1.433 2.047  0.002
H 0.388 3.024 3.189  0.375
H 2.359 -0.812 3.852  0.331
H 4.685 0.242 4.412  0.322
H 4.335 3.322 1.319  0.309
H 2.030 2.440 0.483  0.223
H 1.202 -1.869 2.231  0.434
H -3.053 -1.554 -0.918  0.291
H -2.783 -2.449 0.641  0.402
H -2.998 0.739 0.559  0.303
H -2.860 -0.495 2.028  -0.108
H -5.042 -0.699 -0.249  0.369
H -6.318 -1.626 2.055  0.478
H -4.585 -1.853 2.726  0.245
H -5.166 -2.784 1.151  0.266
H -4.647 1.594 1.647  0.283
H -6.048 0.624 2.327  0.346
H -6.102 1.265 0.565  0.261
H 0.402 -2.865 -1.529  0.318
H -1.805 -0.886 -2.647  0.187
H -1.643 -2.531 -3.416  0.474
H -0.172 -0.375 -4.298  0.283
H 1.120 -1.011 -3.099  0.111
H 0.373 -2.116 -4.446  -0.022
C -1.503 -2.470 -6.734  -1.189
C -0.733 -3.779 -6.641  -0.162
C 0.371 -3.901 -7.693  -0.799
C -0.116 -3.897 -9.146  -0.765
C -1.125 -4.995 -9.491  -0.344
C -0.558 -6.398 -9.331  -1.193
H -2.016 -2.368 -7.692  0.439
H -2.259 -2.421 -5.946  0.304
H -0.832 -1.615 -6.608  0.234
H -1.428 -4.621 -6.715  0.351
H -0.275 -3.848 -5.648  0.214
H 0.943 -4.815 -7.501  0.356
H 1.079 -3.073 -7.564  0.360
H 0.755 -3.995 -9.803  0.392
H -0.560 -2.925 -9.380  0.299
H -1.439 -4.862 -10.532  0.384
H -2.029 -4.891 -8.884  0.237
H 0.316 -6.541 -9.973  0.293
H -1.307 -7.142 -9.615  0.371
H -0.265 -6.603 -8.299  0.288
C -0.037 8.088 6.944  -1.229
C -0.340 6.607 6.772  -0.283
C 0.426 5.720 7.756  -0.694
C 1.952 5.771 7.620  -0.809
C 2.490 5.397 6.238  -0.505
C 2.164 3.965 5.838  -0.568
H 1.017 8.311 6.761  0.286
H -0.627 8.679 6.238  0.382
H -0.290 8.422 7.955  0.291
H -0.130 6.306 5.741  0.213
H -1.413 6.448 6.924  0.372
H 0.083 4.687 7.641  0.304
H 0.161 6.011 8.779  0.403
H 2.388 5.097 8.366  0.367
H 2.308 6.773 7.878  0.333
H 3.578 5.520 6.245  0.375
H 2.110 6.087 5.478  0.248
H 2.583 3.255 6.558  0.261
H 2.593 3.740 4.857  0.136
H 1.088 3.795 5.775  0.122

The calculation puts the relative energy (zero: lowest compared OMol25 entry of this formula, charge and spin) at 0.00 kcal per mole. The value obtained for the gap between HOMO and LUMO is 0.324 hartree. The calculation puts the max |F| at 4.87 eV/Å. The SMILES is CCCN[C@]1([PH2]=S)[C@](CC=O)(c2ccncc2)NC(=O)[C@]1(CCC(C)C)[C@@H](Br)CC.CCCCCC.CCCCCC.

---

Formula: C36H96O12
Source: OMol25
Level of theory: ωB97M-V/def2-TZVPD

Each line ends with the Mulliken charge.
Atoms and positions in Å:
C -4.367 -0.697 1.162  -0.458
C -5.003 -1.175 -0.205  0.013
C -5.361 -0.054 -1.160  -0.804
O -4.003 -2.004 -0.775  -0.578
H -5.043 -0.016 1.681  0.548
H -3.453 -0.120 1.024  -0.167
H -4.196 -1.564 1.799  0.163
H -5.894 -1.775 -0.021  0.394
H -5.948 0.724 -0.672  0.408
H -5.941 -0.373 -2.026  0.368
H -4.473 0.502 -1.460  -0.255
H -3.250 -1.447 -0.986  0.335
C -3.427 -5.138 1.348  -1.095
C -1.927 -5.306 1.139  0.342
C -1.227 -3.988 1.051  -0.615
O -1.409 -5.976 2.259  -0.549
H -3.856 -4.645 0.475  0.252
H -3.671 -4.442 2.151  0.191
H -3.985 -6.067 1.465  0.382
H -1.709 -5.898 0.250  0.250
H -0.260 -4.019 0.549  0.279
H -1.077 -3.444 1.984  0.093
H -1.844 -3.316 0.454  0.152
H -1.531 -6.918 2.116  0.329
C 3.825 -2.287 -3.232  -0.623
C 4.888 -2.138 -4.345  0.035
C 5.096 -3.438 -5.095  -1.330
O 4.465 -1.214 -5.319  -0.605
H 4.097 -2.983 -2.439  0.383
H 2.861 -2.582 -3.649  0.347
H 3.661 -1.333 -2.732  -0.047
H 5.813 -1.770 -3.901  0.418
H 5.626 -3.252 -6.028  0.330
H 4.113 -3.854 -5.320  0.277
H 5.685 -4.207 -4.595  0.383
H 3.690 -1.578 -5.754  0.498
C 0.770 -0.383 -1.746  -0.583
C -0.158 -0.551 -0.546  1.082
C -0.034 0.552 0.558  0.603
O -1.463 -0.406 -1.006  -0.044
H 1.804 -0.550 -1.446  -0.228
H 0.752 0.635 -2.136  -0.077
H 0.376 -0.995 -2.558  0.428
H -0.126 -1.555 -0.121  -0.216
H 0.939 0.439 1.036  -0.423
H -0.737 0.390 1.376  -0.349
H -0.082 1.561 0.150  0.076
H -1.462 0.440 -1.460  0.056
C -2.932 2.299 -4.246  -1.462
C -1.598 1.801 -3.770  0.830
C -0.494 2.637 -4.432  -1.494
O -1.555 1.871 -2.411  0.132
H -3.762 1.668 -3.928  0.341
H -2.968 2.254 -5.335  0.447
H -3.209 3.297 -3.907  0.175
H -1.457 0.760 -4.060  0.291
H -0.484 2.610 -5.522  0.397
H 0.411 2.148 -4.072  0.299
H -0.415 3.680 -4.125  0.282
H -2.029 2.679 -2.200  -0.436
C 2.711 3.078 -0.135  -0.245
C 3.760 3.702 0.690  1.122
C 5.196 3.121 0.448  -1.459
O 3.912 5.069 0.445  -0.588
H 1.692 3.322 0.163  0.098
H 2.687 1.998 0.012  -0.296
H 2.812 3.224 -1.210  0.359
H 3.551 3.500 1.741  -0.313
H 5.369 2.228 1.049  0.214
H 5.952 3.840 0.762  0.470
H 5.393 3.014 -0.619  0.337
H 3.054 5.466 0.609  0.334
C -1.323 -1.290 4.110  0.054
C -1.411 -2.123 5.404  0.495
C -0.306 -1.763 6.397  -1.459
O -2.596 -1.717 6.068  -0.579
H -0.458 -1.530 3.492  0.158
H -1.250 -0.216 4.279  -0.224
H -2.198 -1.508 3.497  -0.161
H -1.441 -3.208 5.297  0.289
H -0.178 -0.703 6.619  0.245
H 0.696 -2.112 6.148  0.349
H -0.514 -2.236 7.357  0.478
H -2.588 -2.078 6.957  0.328
C 0.607 -0.744 -6.229  -0.859
C 1.052 -2.026 -6.937  0.300
C 0.720 -1.878 -8.436  -1.493
O 2.455 -2.256 -6.820  -0.591
H 1.150 0.153 -6.527  0.282
H 0.879 -0.829 -5.177  -0.009
H -0.475 -0.664 -6.332  0.466
H 0.530 -2.882 -6.511  0.293
H -0.349 -1.786 -8.627  0.388
H 1.025 -2.753 -9.012  0.380
H 1.227 -1.090 -8.994  0.414
H 2.845 -1.662 -7.466  0.333
C -2.111 2.064 5.768  -0.653
C -3.006 2.784 4.691  0.033
C -3.055 2.103 3.288  -0.446
O -4.285 2.878 5.145  -0.595
H -2.463 1.054 5.976  0.073
H -2.255 2.519 6.748  0.446
H -1.072 1.933 5.468  -0.132
H -2.657 3.815 4.625  0.377
H -3.367 1.060 3.335  0.335
H -2.043 1.999 2.895  -0.170
H -3.644 2.601 2.518  0.321
H -4.540 1.959 5.258  0.399
C 4.170 -0.727 0.479  -0.359
C 4.313 -2.205 0.950  0.233
C 3.032 -3.030 0.613  -0.776
O 5.447 -2.792 0.323  -0.600
H 4.187 -0.667 -0.609  0.359
H 5.047 -0.217 0.878  0.370
H 3.251 -0.208 0.750  -0.530
H 4.490 -2.435 2.000  0.367
H 3.091 -4.062 0.961  0.565
H 2.877 -3.082 -0.465  0.086
H 2.147 -2.483 0.938  -0.139
H 5.468 -3.710 0.600  0.353
C 1.601 2.164 4.096  -0.611
C 2.595 1.200 4.788  0.429
C 3.230 0.090 3.930  -0.856
O 3.690 1.975 5.263  -0.594
H 0.839 1.672 3.491  -0.079
H 2.158 2.826 3.434  0.113
H 1.082 2.788 4.823  0.379
H 2.111 0.741 5.650  0.208
H 2.481 -0.645 3.636  0.236
H 3.896 -0.495 4.565  0.499
H 3.758 0.470 3.055  -0.050
H 3.360 2.496 5.999  0.361
C -3.921 3.165 -0.441  -0.937
C -3.368 4.588 -0.594  0.276
C -2.579 5.000 0.587  -1.325
O -2.554 4.506 -1.693  -0.505
H -4.684 3.128 0.337  0.681
H -3.160 2.420 -0.209  -0.103
H -4.403 2.851 -1.367  0.270
H -4.194 5.293 -0.690  0.432
H -3.171 4.735 1.463  0.330
H -2.476 6.085 0.598  0.404
H -1.580 4.576 0.690  0.161
H -2.971 5.073 -2.346  0.283

The calculation puts the relative energy (zero: lowest compared OMol25 entry of this formula, charge and spin) at 71.60 kcal per mole. The value obtained for the gap between HOMO and LUMO is 0.362 hartree. The calculation puts the max |F| at 2.90 eV/Å. The SMILES is CC(C)O.CC(C)O.CC(C)O.CC(C)O.CC(C)O.CC(C)O.CC(C)O.CC(C)O.CC(C)O.CC(C)O.CC(C)O.CC(C)O.

---

Formula: C39H33As3NO9RhS2
Source: OMol25
Level of theory: ωB97M-V/def2-TZVPD

Each line ends with the Löwdin spin population.
Atoms and positions in Å:
Rh 0.728 0.192 -0.681  2.587
C -1.880 -2.005 0.344  0.004
C -2.532 -0.669 0.630  0.029
As -1.637 0.913 -0.311  0.142
C -2.348 0.715 -2.105  0.011
C -1.849 -0.316 -2.902  0.008
C -2.249 -0.437 -4.220  0.000
C -3.153 0.469 -4.751  0.004
C -3.616 1.522 -3.978  0.001
C -3.204 1.658 -2.664  0.005
C -2.821 2.207 0.556  0.033
C -2.311 3.229 1.340  0.002
C -3.170 4.115 1.970  0.000
C -4.539 3.970 1.836  -0.001
C -5.054 2.939 1.068  0.003
C -4.200 2.059 0.429  0.007
As 0.052 -1.968 0.811  0.191
C -0.078 -1.738 2.770  0.045
C -0.586 -2.708 3.631  0.010
C -0.599 -2.487 4.999  0.003
C -0.106 -1.301 5.521  0.001
C 0.388 -0.328 4.670  0.000
C 0.411 -0.550 3.302  0.002
C 0.321 -3.913 0.704  0.036
C 1.063 -4.615 1.650  0.011
C 1.182 -5.992 1.559  0.000
C 0.578 -6.676 0.517  0.010
C -0.120 -5.977 -0.454  0.000
C -0.240 -4.603 -0.366  0.011
H -1.967 -2.243 -0.721  0.000
H -2.360 -2.814 0.919  0.005
H -2.470 -0.442 1.706  0.000
H -3.592 -0.700 0.349  0.006
H -1.100 -0.998 -2.498  0.002
H -1.844 -1.225 -4.839  0.000
H -3.473 0.372 -5.778  0.000
H -4.292 2.250 -4.402  0.000
H -3.513 2.514 -2.074  0.001
H -1.239 3.349 1.434  0.001
H -2.767 4.925 2.557  0.000
H -5.210 4.655 2.331  0.000
H -6.122 2.820 0.958  0.000
H -4.601 1.260 -0.186  0.001
H -0.978 -3.641 3.238  0.001
H -0.984 -3.253 5.657  0.001
H -0.112 -1.143 6.590  0.000
H 0.757 0.603 5.071  0.000
H 0.826 0.203 2.640  -0.001
H 1.525 -4.076 2.471  0.001
H 1.746 -6.536 2.304  0.000
H 0.656 -7.751 0.458  0.001
H -0.575 -6.505 -1.279  0.000
H -0.777 -4.056 -1.129  0.000
O 2.822 -3.771 -1.605  0.011
As 2.950 -1.960 -1.547  0.010
O 3.887 -1.658 -2.806  0.006
O 1.282 -1.687 -1.620  0.299
C 3.559 -1.869 0.313  0.004
C 3.863 -3.052 0.975  0.002
C 4.258 -3.024 2.305  0.000
C 4.374 -1.817 2.979  0.001
C 4.109 -0.635 2.306  0.000
C 3.704 -0.677 0.986  0.004
S 3.266 0.863 0.209  0.008
O 4.256 1.845 0.515  0.020
O 3.042 0.587 -1.207  0.061
O 1.945 1.154 0.869  0.157
H 2.709 -3.973 -2.538  0.000
H 3.770 -3.983 0.433  0.000
H 4.486 -3.954 2.809  0.000
H 4.665 -1.795 4.020  0.000
H 4.214 0.333 2.770  0.000
O -2.127 4.944 -2.081  0.002
S -0.903 4.691 -1.373  0.004
O -0.775 5.295 -0.080  0.001
N -0.676 3.050 -1.318  0.042
C 0.306 2.685 -2.110  0.024
O 0.538 1.501 -2.431  0.158
C 1.122 3.805 -2.648  0.008
C 2.335 3.717 -3.313  0.002
C 2.931 4.905 -3.714  0.000
C 2.326 6.131 -3.474  0.001
C 1.118 6.209 -2.792  0.001
C 0.542 5.032 -2.376  0.003
H 2.804 2.760 -3.489  0.000
H 3.883 4.874 -4.218  0.000
H 2.797 7.041 -3.814  0.000
H 0.649 7.158 -2.587  0.000

As for the multiplicity: 5. The calculation puts the relative energy (zero: lowest compared OMol25 entry of this formula, charge and spin) at 0.00 kcal per mole. The value obtained for the gap between HOMO and LUMO (spin up / spin down) is 0.319 / 0.210 hartree. Its expectation value of S² is 6.02. The calculation puts the max |F| at 2.86 eV/Å.

---

Formula: C6H14
Source: OMol25
Level of theory: ωB97M-V/def2-TZVPD

Each line ends with the natural charge from an NBO analysis.
Atoms and positions in Å:
C 1.664 -1.155 -1.633  -0.615
C 0.398 -0.119 -1.354  -0.382
C 0.160 -0.070 0.115  -0.206
C -0.365 -1.362 0.715  -0.615
C -0.964 1.160 0.280  -0.383
C -0.954 1.744 1.684  -0.611
H 1.958 -1.034 -2.673  0.205
H 2.519 -0.915 -1.004  0.199
H 1.357 -2.183 -1.462  0.200
H 0.702 0.853 -1.742  0.202
H -0.467 -0.504 -1.893  0.199
H 1.064 0.250 0.639  0.192
H -1.246 -1.705 0.175  0.202
H -0.635 -1.214 1.758  0.210
H 0.391 -2.142 0.667  0.210
H -0.792 1.960 -0.443  0.195
H -1.942 0.735 0.050  0.191
H 0.034 2.135 1.928  0.199
H -1.662 2.570 1.765  0.207
H -1.221 0.996 2.427  0.200

The calculation puts the relative energy (zero: lowest compared OMol25 entry of this formula, charge and spin) at 13.26 kcal per mole. The value obtained for the gap between HOMO and LUMO is 0.410 hartree. The calculation puts the max |F| at 3.88 eV/Å. The SMILES is CCC(C)CC.

---

Please write out number 4 again, unchanged.
Formula: C6H14
Source: OMol25
Level of theory: ωB97M-V/def2-TZVPD

Each line ends with the natural charge from an NBO analysis.
Atoms and positions in Å:
C 1.664 -1.155 -1.633  -0.615
C 0.398 -0.119 -1.354  -0.382
C 0.160 -0.070 0.115  -0.206
C -0.365 -1.362 0.715  -0.615
C -0.964 1.160 0.280  -0.383
C -0.954 1.744 1.684  -0.611
H 1.958 -1.034 -2.673  0.205
H 2.519 -0.915 -1.004  0.199
H 1.357 -2.183 -1.462  0.200
H 0.702 0.853 -1.742  0.202
H -0.467 -0.504 -1.893  0.199
H 1.064 0.250 0.639  0.192
H -1.246 -1.705 0.175  0.202
H -0.635 -1.214 1.758  0.210
H 0.391 -2.142 0.667  0.210
H -0.792 1.960 -0.443  0.195
H -1.942 0.735 0.050  0.191
H 0.034 2.135 1.928  0.199
H -1.662 2.570 1.765  0.207
H -1.221 0.996 2.427  0.200

The calculation puts the relative energy (zero: lowest compared OMol25 entry of this formula, charge and spin) at 13.26 kcal per mole. The value obtained for the gap between HOMO and LUMO is 0.410 hartree. The calculation puts the max |F| at 3.88 eV/Å. The SMILES is CCC(C)CC.

---

Which of these has the highest relative energy (zero: lowest compared OMol25 entry of this formula, charge and spin)?
C36H96O12